[1]
DFT (ωB97M-V with the def2-TZVPD basis set) results for C25H42F3O14SY as an isolated structure at a distorted geometry.

Properties
HOMO-LUMO gap: 7.713 eV
Relative energy (zero: lowest compared OMol25 entry of this formula, charge and spin): 199.19 kJ/mol
Electronic energy: -2767.42624 hartree
HOMO level: -7.1 eV

Each line ends with the Mulliken charge.
Element x y z (Å)
Y (-0.259, 0.306, -0.238)  2.070
S (1.517, -0.669, 2.909)  1.213
F (3.425, -2.237, 1.761)  -0.237
F (3.869, -0.071, 1.674)  -0.227
F (4.131, -1.189, 3.458)  -0.240
O (-1.955, 1.345, 0.986)  1.276
O (0.620, 2.293, 0.715)  -0.260
O (-1.643, -1.329, 1.073)  -0.195
O (0.893, -1.912, 3.415)  -0.738
O (-1.003, 2.148, -1.476)  -0.519
O (1.227, -4.101, -0.537)  -0.404
O (-2.149, 3.443, -2.912)  -0.387
O (1.620, 0.347, 3.936)  -0.744
O (-1.757, -0.662, -1.820)  -0.528
O (-2.940, -2.288, 2.651)  -0.392
O (0.765, -1.901, -0.619)  -0.275
O (1.700, 0.749, -1.543)  -0.639
O (0.764, 4.336, 1.495)  -0.365
O (0.794, -0.153, 1.731)  -0.210
C (3.007, 1.246, -1.674)  -0.161
C (3.473, -4.105, -0.796)  -0.615
C (-3.350, 1.417, 0.649)  -0.813
C (3.910, 0.899, -2.862)  -1.332
C (-1.996, 3.856, -4.232)  -0.510
C (3.383, -1.051, 2.398)  0.665
C (-1.146, 2.573, -2.609)  -0.131
C (1.574, -2.837, -0.790)  0.052
C (2.613, 2.992, 1.986)  0.139
C (-4.044, 1.202, 1.968)  -0.332
C (-1.534, -3.743, 1.530)  0.096
C (2.252, -5.007, -0.887)  -0.570
C (-3.151, 1.682, 3.042)  -0.779
C (-2.653, -2.924, -2.543)  -0.844
C (-1.804, 1.860, 2.345)  -0.294
C (-1.299, 2.631, -4.893)  -0.610
C (3.073, 4.473, 2.127)  -0.725
C (1.635, 5.182, 2.200)  -0.561
C (-0.345, 2.224, -3.860)  0.042
C (-2.053, -2.335, 1.651)  0.054
C (1.238, 3.146, 1.321)  0.210
C (-2.660, -1.377, -2.616)  -0.772
C (-2.505, -4.527, 2.416)  -0.665
C (3.023, -2.740, -1.268)  0.103
C (-3.278, -3.515, 3.247)  -0.543
H (-0.723, 2.886, -5.783)  0.342
H (3.344, 2.546, 1.311)  0.038
H (-4.345, -3.736, 3.223)  0.279
H (4.256, -4.483, -1.455)  0.450
H (-0.198, 1.148, -3.765)  0.056
H (2.205, -5.893, -0.254)  0.359
H (-3.238, -4.971, 1.742)  0.281
H (3.506, 0.963, -0.747)  -0.103
H (2.022, -5.384, -1.884)  0.266
H (-3.527, 2.452, 0.355)  0.413
H (-3.610, -0.904, -2.366)  0.372
H (-1.388, 4.760, -4.231)  0.262
H (0.655, 2.651, -3.929)  0.284
H (1.712, 6.181, 1.770)  0.329
H (2.939, 2.321, -1.505)  0.384
H (-3.615, 0.787, -0.200)  0.155
H (-1.935, 1.778, -5.126)  0.242
H (-1.542, 2.913, 2.247)  0.456
H (4.344, -0.099, -2.921)  0.193
H (2.998, -2.647, -2.354)  0.386
H (-2.540, -1.056, -3.651)  0.239
H (-4.343, 0.164, 2.109)  0.079
H (3.839, -4.130, 0.230)  0.172
H (-3.160, 1.073, 3.946)  0.289
H (-2.013, -5.307, 2.997)  0.350
H (2.466, 2.449, 2.919)  0.286
H (3.640, 4.470, 3.058)  0.350
H (1.265, 5.217, 3.224)  0.315
H (-1.044, 1.250, 2.835)  -0.175
H (-3.524, 2.637, 3.412)  0.280
H (-4.963, 1.776, 1.847)  0.431
H (-3.033, -3.513, 4.309)  0.321
H (3.598, -1.985, -0.732)  0.026
H (-2.947, 4.139, -4.684)  0.356
H (-1.701, -3.360, -2.846)  0.209
H (-0.526, -3.728, 1.946)  0.100
H (-3.420, -3.318, -3.210)  0.417
H (-2.802, -3.255, -1.515)  -0.015
H (-1.373, -4.000, 0.483)  0.233
H (3.288, 1.049, -3.745)  0.258
H (3.706, 4.889, 1.344)  0.334
H (4.746, 1.597, -2.916)  0.402



[2]
DFT (ωB97M-V with the def2-TZVPD basis set) results for one molecule with the formula C8H11NOS at a distorted geometry.

Properties
HOMO-LUMO gap: 7.490 eV
Relative energy (zero: lowest compared OMol25 entry of this formula, charge and spin): 254.04 kJ/mol
Electronic energy: -839.51809 hartree
SMILES string: CC(C)Sn1ccccc1=O
HOMO level: -8.4 eV

Each line ends with the Mulliken charge.
Element x y z (Å)
S (-1.634, -0.513, -0.607)  0.079
O (0.419, -2.572, 0.790)  -0.671
N (0.473, -0.873, -0.703)  -0.284
C (2.485, -1.991, -0.162)  -0.576
C (1.063, -1.810, 0.054)  0.631
C (3.176, -1.184, -1.058)  -0.230
C (-1.873, 0.488, 0.888)  0.299
C (-3.387, 1.004, 0.903)  -1.098
C (1.128, -0.086, -1.605)  -0.028
C (2.439, -0.177, -1.891)  -0.706
C (-0.767, 1.616, 1.027)  -1.267
H (-3.442, 2.055, 0.911)  0.342
H (2.924, -2.605, 0.612)  0.359
H (-1.193, 2.580, 1.426)  0.367
H (-1.552, -0.082, 1.730)  0.333
H (-3.894, 0.522, 1.704)  0.313
H (0.008, 1.314, 1.610)  0.363
H (4.197, -1.020, -1.069)  0.420
H (-3.791, 0.499, 0.033)  0.328
H (3.090, 0.352, -2.574)  0.384
H (0.546, 0.706, -2.039)  0.403
H (-0.414, 1.775, 0.020)  0.236



[3]
DFT (ωB97M-V with the def2-TZVPD basis set) results for C5H8O as an isolated structure.

Properties
HOMO-LUMO gap (alpha / beta): 8.105 / 7.779 eV
Relative energy (zero: lowest compared OMol25 entry of this formula, charge and spin): 397.00 kJ/mol
Electronic energy: -270.40668 hartree
HOMO level (alpha / beta): -8.6 / -8.4 eV

Each line ends with the Mulliken charge.
Element x y z (Å)
O (-0.436, 1.802, 0.741)  -0.682
C (-1.468, -0.353, 0.117)  -0.575
C (-0.763, 1.054, -0.262)  0.094
C (0.442, 0.111, -0.338)  0.417
C (1.760, 0.398, 0.261)  -1.219
C (-0.253, -1.195, -0.323)  -0.472
H (-2.379, -0.529, -0.459)  0.308
H (0.125, -1.974, 0.346)  0.299
H (1.821, 0.065, 1.305)  0.282
H (-0.384, -1.600, -1.333)  0.243
H (-1.173, 1.486, -1.197)  0.332
H (1.963, 1.470, 0.236)  0.319
H (-1.648, -0.367, 1.190)  0.253
H (2.507, -0.181, -0.300)  0.400



[4]
DFT (ωB97M-V with the def2-TZVPD basis set) results for C6H11NO3S as an isolated structure at a distorted geometry.

Properties
HOMO-LUMO gap: 10.359 eV
Relative energy (zero: lowest compared OMol25 entry of this formula, charge and spin): 118.77 kJ/mol
Electronic energy: -913.86023 hartree
HOMO level: -9.9 eV

Each line ends with the Mulliken charge.
Element x y z (Å)
S (-1.413, -1.709, -0.440)  0.959
O (-1.695, -2.626, 0.611)  -0.579
O (-1.962, -1.921, -1.734)  -0.597
O (-3.750, 0.312, 0.750)  -0.615
N (-1.623, 0.080, 0.109)  -0.030
C (0.322, -1.023, -0.444)  1.431
C (1.168, -1.713, 0.600)  -1.661
C (-2.634, 0.770, 0.673)  0.737
C (0.897, -1.078, -1.839)  -1.556
C (-0.211, 0.351, -0.015)  -1.122
C (-2.277, 2.162, 1.167)  -1.049
H (-3.080, 2.508, 1.813)  0.321
H (0.232, 0.676, 0.932)  0.394
H (1.326, -2.756, 0.337)  0.414
H (0.146, -0.767, -2.561)  0.452
H (2.141, -1.226, 0.680)  0.407
H (-2.199, 2.835, 0.315)  0.272
H (1.765, -0.424, -1.921)  0.392
H (-0.017, 1.119, -0.771)  0.297
H (-1.336, 2.167, 1.710)  0.324
H (1.205, -2.092, -2.084)  0.378
H (0.673, -1.680, 1.568)  0.430



[5]
DFT (ωB97M-V with the def2-TZVPD basis set) results for C31H63O15PbS7 as an isolated structure at a distorted geometry.

Properties
HOMO-LUMO gap: 7.682 eV
Relative energy (zero: lowest compared OMol25 entry of this formula, charge and spin): 0.00 kJ/mol
Charge: +1
Electronic energy: -5327.43197 hartree
HOMO level: -9.2 eV

Each line ends with the Mulliken charge.
Element x y z (Å)
Pb (-13.761, -17.883, 7.981)  5.943
S (-13.935, -17.199, 11.800)  0.763
S (-17.235, -18.148, 9.604)  1.070
S (-9.874, -17.941, 9.607)  1.122
S (-14.383, -21.343, 9.856)  0.948
S (-15.116, -14.147, 8.442)  0.980
S (-11.859, -16.011, 5.074)  0.953
S (-16.237, -16.546, 5.153)  0.676
O (-9.890, -19.020, 10.657)  -0.750
O (-11.102, -17.451, 8.959)  -0.743
O (-13.509, -17.737, 10.501)  -0.784
O (-14.618, -15.488, 8.749)  -1.184
O (-15.228, -17.030, 6.060)  -0.853
O (-12.103, -14.649, 4.644)  -0.833
O (-14.960, -21.415, 11.231)  -0.815
O (-17.624, -16.644, 5.567)  -0.835
O (-17.355, -19.260, 10.564)  -0.844
O (-14.395, -15.799, 11.938)  -0.689
O (-14.030, -20.020, 9.288)  -0.333
O (-13.276, -19.527, 6.144)  -0.820
O (-16.005, -14.046, 7.277)  -0.834
O (-12.346, -16.486, 6.364)  -0.334
O (-16.152, -18.031, 8.654)  -0.898
C (-9.883, -17.257, 3.875)  -0.632
C (-8.589, -18.515, 8.331)  -0.227
C (-10.052, -16.292, 5.039)  -0.534
C (-14.547, -23.489, 8.254)  -0.429
C (-7.486, -17.416, 8.324)  -0.637
C (-12.382, -21.189, 4.677)  -1.781
C (-18.605, -15.875, 9.730)  -0.466
C (-15.188, -18.275, 12.802)  -0.082
C (-17.447, -16.583, 10.460)  0.349
C (-10.948, -20.198, 6.569)  -0.212
C (-13.667, -13.171, 8.127)  -0.611
C (-15.813, -15.104, 2.900)  -0.825
C (-16.092, -17.511, 3.608)  -0.198
C (-12.231, -17.046, 3.723)  0.503
C (-14.590, -11.975, 9.988)  -0.858
C (-14.439, -18.825, 14.017)  -0.790
C (-15.686, -13.141, 9.953)  -0.519
C (-8.874, -16.521, 10.153)  -0.904
C (-13.603, -23.850, 9.488)  -0.785
C (-12.898, -22.492, 9.865)  -0.567
C (-12.568, -17.575, 12.997)  -0.831
C (-7.409, -16.722, 9.691)  -0.715
C (-18.805, -18.023, 8.659)  -0.694
C (-11.005, -17.162, 2.901)  -0.922
C (-15.435, -22.288, 8.631)  -0.699
C (-16.438, -16.483, 2.512)  -0.773
C (-13.304, -17.815, 14.392)  -0.750
C (-13.283, -12.525, 9.416)  -0.401
C (-19.615, -16.867, 9.239)  -0.846
C (-15.750, -14.908, 4.442)  -0.355
C (-12.344, -20.580, 6.085)  1.895
H (-10.956, -18.041, 2.258)  0.384
H (-15.953, -16.732, 1.569)  0.320
H (-16.467, -16.120, 10.574)  -0.739
H (-15.154, -19.009, 14.819)  0.447
H (-15.181, -24.327, 7.964)  0.436
H (-16.321, -22.590, 9.189)  0.489
H (-18.224, -15.406, 8.823)  0.107
H (-12.138, -18.553, 12.777)  0.280
H (-15.753, -21.604, 7.844)  0.244
H (-12.955, -24.724, 9.409)  0.439
H (-8.331, -19.542, 8.591)  0.571
H (-13.648, -16.859, 14.786)  0.318
H (-17.515, -16.362, 2.389)  0.398
H (-16.489, -14.333, 2.529)  0.372
H (-13.073, -16.571, 3.219)  0.045
H (-16.128, -17.751, 12.979)  0.375
H (-20.363, -17.225, 9.947)  0.307
H (-6.843, -15.792, 9.629)  0.393
H (-9.861, -18.305, 4.177)  0.160
H (-13.003, -13.264, 10.167)  0.210
H (-14.705, -14.786, 4.726)  -0.033
H (-15.390, -19.127, 12.154)  -0.060
H (-12.657, -18.001, 4.031)  -0.353
H (-13.312, -21.598, 4.284)  0.361
H (-19.332, -18.977, 8.678)  0.467
H (-10.702, -19.146, 6.426)  -0.693
H (-10.874, -20.567, 7.592)  0.192
H (-9.374, -15.723, 9.604)  0.372
H (-7.673, -16.630, 7.592)  0.143
H (-12.005, -20.492, 3.929)  0.282
H (-8.917, -17.035, 3.422)  0.485
H (-14.438, -11.660, 11.020)  0.400
H (-12.145, -22.190, 9.137)  0.030
H (-16.307, -14.085, 4.891)  0.706
H (-15.024, -17.704, 3.500)  -0.123
H (-14.160, -24.129, 10.383)  0.322
H (-12.907, -13.760, 7.612)  -0.012
H (-15.519, -13.756, 10.838)  0.106
H (-17.759, -16.841, 11.472)  0.385
H (-19.099, -15.078, 10.286)  0.538
H (-11.818, -16.791, 12.886)  0.514
H (-14.953, -11.120, 9.417)  0.350
H (-9.026, -18.566, 7.334)  -0.205
H (-13.994, -19.784, 13.750)  0.247
H (-18.546, -17.943, 7.604)  0.192
H (-12.744, -21.421, 6.651)  -1.422
H (-9.773, -16.797, 5.964)  -0.378
H (-16.755, -12.932, 9.967)  0.561
H (-11.646, -21.990, 4.757)  0.488
H (-10.853, -16.229, 2.358)  0.335
H (-16.599, -18.474, 3.550)  0.555
H (-12.593, -18.165, 15.140)  0.423
H (-13.967, -12.341, 7.487)  0.430
H (-6.567, -17.963, 8.111)  0.432
H (-9.510, -15.357, 4.904)  0.642
H (-12.590, -11.691, 9.309)  0.451
H (-14.856, -14.901, 2.418)  0.383
H (-12.486, -22.419, 10.872)  0.551
H (-7.006, -17.381, 10.459)  0.314
H (-8.984, -16.446, 11.235)  0.460
H (-20.195, -16.448, 8.417)  0.392
H (-13.854, -23.306, 7.433)  0.111
H (-10.153, -20.794, 6.121)  0.489



[6]
DFT (ωB97M-V with the def2-TZVPD basis set) results for one molecule with the formula C21H26N6O2 at a distorted geometry.

Properties
HOMO-LUMO gap: 8.361 eV
Relative energy (zero: lowest compared OMol25 entry of this formula, charge and spin): 161.27 kJ/mol
Electronic energy: -1294.84593 hartree
SMILES string: COc1cccc(NC(=O)CCc2nnc3ccc(N4CCC(C)CC4)nn23)c1
HOMO level: -8.1 eV

Each line ends with the Mulliken charge.
Element x y z (Å)
O (4.834, -1.074, -1.108)  -0.456
O (-0.886, -0.892, 1.781)  -0.625
N (2.093, 2.021, -0.848)  -0.505
N (-3.095, 0.699, -1.357)  -0.005
N (0.000, 1.805, -0.201)  0.785
N (1.993, 2.412, 0.421)  -0.595
N (1.271, -0.209, 1.997)  -0.098
N (-1.295, 1.506, -0.212)  -1.026
C (3.217, -2.723, -0.707)  -0.636
C (-0.912, 0.704, -2.449)  -0.170
C (0.896, 1.634, -1.239)  0.869
C (0.746, 2.289, 0.822)  0.411
C (0.251, 2.501, 2.207)  -0.808
C (3.730, -1.455, -0.417)  0.335
C (-3.678, -1.667, -1.201)  -0.475
C (-3.956, -0.173, 0.771)  0.072
C (1.401, -2.362, 0.834)  -0.708
C (-3.649, -0.419, -2.090)  -1.051
C (0.395, 1.061, -2.426)  -1.321
C (-1.761, 0.945, -1.308)  0.794
C (-3.897, 1.014, -0.188)  -1.153
C (3.090, -0.665, 0.526)  0.062
C (-0.074, -0.058, 2.124)  0.278
C (-4.476, -2.620, 0.985)  -1.599
C (5.278, 0.259, -0.967)  -0.659
C (-0.502, 1.267, 2.746)  -0.586
C (-4.508, -1.409, 0.058)  0.296
C (2.071, -3.163, -0.079)  -0.604
C (1.915, -1.109, 1.127)  0.040
H (1.057, 0.916, -3.263)  0.498
H (-5.099, -2.446, 1.859)  0.409
H (0.491, -2.697, 1.300)  0.525
H (-3.076, -0.615, -2.995)  0.335
H (-3.463, 1.886, 0.299)  0.502
H (1.848, 0.577, 2.264)  0.303
H (1.681, -4.143, -0.309)  0.376
H (-4.584, 0.080, 1.627)  0.519
H (3.731, -3.333, -1.432)  0.458
H (-5.546, -1.216, -0.242)  0.336
H (-3.458, -2.801, 1.321)  0.235
H (5.699, 0.434, 0.028)  0.297
H (-2.950, -0.392, 1.132)  -0.345
H (-4.839, -3.508, 0.473)  0.439
H (-0.372, 1.200, 3.829)  0.530
H (-4.902, 1.263, -0.544)  0.490
H (-0.425, 3.359, 2.228)  0.405
H (3.464, 0.316, 0.774)  0.538
H (6.061, 0.387, -1.714)  0.254
H (4.469, 0.972, -1.153)  0.250
H (1.116, 2.747, 2.825)  0.369
H (-2.656, -1.918, -0.908)  0.060
H (-4.091, -2.506, -1.764)  0.513
H (-1.331, 0.267, -3.340)  0.305
H (-4.668, -0.148, -2.385)  0.424
H (-1.568, 1.361, 2.540)  0.111